(1)
Formula: C20H18Cl2N3OS
Source: the OMol25 dataset
Level of theory: ωB97M-V with the def2-TZVPD basis set

For the strongest force on any atom, the calculation gives 1.02 eV/Å. Its net charge is +1. The gap between HOMO and LUMO is 8.0 eV.

Each line ends with the Löwdin charge.
CARTESIAN COORDINATES (ANGSTROEM)
C  -1.281  -2.619  -0.573  0.00
C  -1.805  -2.342  0.606  -0.16
C  -2.234  -0.988  1.109  -0.11
N  -1.936  0.122  0.224  -0.02
C  -0.677  0.521  -0.044  -0.48
N  0.382  -0.149  0.398  0.11
C  1.756  0.101  0.223  -0.23
C  2.619  -0.981  0.398  0.00
C  3.980  -0.833  0.255  0.02
C  4.519  0.418  -0.062  -0.21
C  3.650  1.502  -0.218  0.00
C  2.286  1.351  -0.077  -0.05
H  1.653  2.216  -0.179  0.06
H  4.049  2.478  -0.449  0.12
N  5.875  0.631  -0.221  0.12
C  6.908  -0.284  -0.117  -0.49
O  6.741  -1.448  0.140  0.09
C  8.253  0.349  -0.361  0.01
H  8.293  0.778  -1.361  0.09
H  9.025  -0.409  -0.268  0.09
H  8.438  1.138  0.365  0.09
H  6.139  1.582  -0.442  0.15
H  4.637  -1.675  0.387  0.11
H  2.216  -1.953  0.644  0.12
H  0.192  -1.070  0.785  0.13
S  -0.655  1.952  -1.012  1.17
C  -2.388  1.969  -1.026  -0.28
C  -2.907  0.938  -0.334  -0.29
C  -4.345  0.689  -0.140  -0.22
C  -5.104  1.552  0.648  0.00
C  -6.457  1.342  0.827  -0.08
C  -7.073  0.261  0.205  -0.66
C  -6.338  -0.601  -0.599  -0.11
C  -4.982  -0.382  -0.770  -0.58
Cl  -4.077  -1.428  -1.804  0.80
H  -6.821  -1.428  -1.093  0.11
Cl  -8.752  -0.010  0.420  0.74
H  -7.036  2.012  1.441  0.11
H  -4.622  2.390  1.127  0.13
H  -2.916  2.737  -1.551  0.10
H  -1.767  -0.797  2.084  0.15
H  -3.317  -0.999  1.263  0.13
H  -1.988  -3.128  1.325  0.11
H  -1.028  -3.629  -0.843  0.07
H  -1.103  -1.874  -1.331  0.06

***

(2)
Formula: C20H18ClIN2O7Ti
Source: the OMol25 dataset
Level of theory: ωB97M-V with the def2-TZVPD basis set

As for the expectation value of S²: 2.02. The spin multiplicity is 3. For the strongest force on any atom, the calculation gives 0.29 eV/Å. As for the energy above the lowest of the compared OMol25 structures with the same formula, charge and spin: 0.00 kcal/mol. Its net charge is -2. The gap between HOMO and LUMO (spin up / spin down) is 3.5 / 5.6 eV.

Each line ends with the Löwdin charge.
CARTESIAN COORDINATES (ANGSTROEM)
Ti  0.854  -0.131  -0.767  1.09
O  0.807  -4.388  -1.176  0.00
C  0.401  -3.245  -0.957  -0.60
O  1.066  -2.165  -1.098  -0.09
C  -1.017  -3.069  -0.391  -0.09
C  -0.961  -2.293  0.941  -0.24
C  -2.263  -2.505  1.724  -0.10
C  -3.255  -1.640  0.904  -0.10
C  -2.338  -1.083  -0.192  -0.25
O  -1.096  -0.926  0.509  -0.12
C  -1.987  -2.162  -1.229  -0.09
C  -1.381  -1.482  -2.475  -0.61
O  -1.692  -1.908  -3.587  0.01
O  -0.641  -0.476  -2.229  -0.12
H  -1.435  -4.065  -0.253  0.14
H  -0.038  -2.389  1.504  0.14
H  -2.159  -2.137  2.745  0.11
H  -2.541  -3.560  1.760  0.11
H  -3.654  -0.825  1.508  0.11
H  -4.090  -2.209  0.491  0.10
H  -2.629  -0.127  -0.616  0.16
H  -2.863  -2.730  -1.545  0.14
Cl  -0.479  3.767  4.894  0.57
C  0.071  2.526  3.768  -0.62
C  0.671  1.403  4.290  -0.24
C  1.120  0.409  3.424  -0.66
I  2.000  -1.317  4.203  0.79
C  0.990  0.517  2.033  -0.44
O  1.412  -0.386  1.194  -0.22
C  0.340  1.679  1.533  -0.16
N  0.191  1.710  0.156  -0.01
C  -0.432  2.799  -0.372  -0.17
C  -0.903  3.841  0.383  -0.13
C  -0.765  3.835  1.787  -0.10
C  -0.129  2.712  2.380  -0.21
H  0.790  1.294  5.359  0.07
H  -0.536  2.791  -1.450  0.09
H  -1.386  4.668  -0.126  0.08
H  -1.135  4.642  2.403  0.05
N  2.447  1.865  -4.371  0.14
C  2.200  1.183  -3.200  -0.51
O  1.164  1.382  -2.589  -0.01
C  3.254  0.245  -2.673  -0.23
C  3.017  0.110  -1.176  -0.24
H  1.620  2.224  -4.821  0.10
H  3.156  1.487  -4.975  0.08
H  4.236  0.603  -3.029  0.09
H  3.072  -0.719  -3.167  0.12
H  3.397  1.006  -0.666  0.05
H  3.527  -0.762  -0.763  0.04

***

(3)
Formula: C20H18F2N2O4S
Source: the OMol25 dataset
Level of theory: ωB97M-V with the def2-TZVPD basis set

For the strongest force on any atom, the calculation gives 18.97 eV/Å. The gap between HOMO and LUMO is 8.5 eV.

Each line ends with the Löwdin charge.
CARTESIAN COORDINATES (ANGSTROEM)
C  3.865  4.678  -0.176  0.04
C  3.028  3.392  -0.508  -0.26
C  3.358  2.568  -1.687  -0.05
C  2.763  1.543  -2.021  -0.12
C  1.667  1.242  -1.265  -0.12
C  1.523  1.875  -0.044  0.07
C  2.285  3.072  0.335  -0.06
H  1.796  3.519  0.993  0.07
H  0.649  1.434  0.446  0.11
C  1.069  -0.135  -1.504  -0.10
N  0.240  -0.902  -0.912  0.13
C  -0.168  -1.907  -1.680  -0.27
C  0.489  -1.776  -2.642  -0.43
O  1.433  -0.976  -2.620  0.17
C  0.636  -2.954  -3.777  0.09
H  1.125  -3.912  -3.160  0.15
H  -0.256  -2.993  -4.080  -0.02
H  1.539  -2.649  -4.344  0.08
C  -1.304  -2.919  -1.006  0.04
H  -1.934  -2.369  -0.443  0.03
H  -1.559  -3.472  -1.832  0.06
S  -0.154  -3.911  0.311  0.60
O  -1.265  -4.837  0.861  -0.36
O  0.972  -4.458  -0.257  -0.26
C  0.131  -2.787  1.336  -0.28
C  -0.945  -1.987  2.286  -0.52
O  -1.374  -2.145  3.363  0.13
N  -1.332  -1.013  1.496  0.09
C  -2.223  0.036  1.929  0.01
C  -3.077  -0.080  3.141  0.04
C  -4.137  0.709  3.223  -0.11
C  -4.496  1.871  2.293  0.04
C  -3.715  1.865  1.248  -0.14
C  -2.703  1.149  0.992  -0.19
F  -1.977  1.199  -0.173  0.04
H  -3.908  2.470  0.488  0.10
H  -5.367  2.515  2.506  0.13
F  -4.640  0.640  4.627  -0.07
H  -2.844  -0.907  3.763  0.10
H  -0.639  -0.735  0.640  0.14
H  0.988  -1.983  1.259  0.15
H  1.038  -3.379  2.365  0.27
H  3.185  1.025  -2.944  0.17
H  4.316  3.191  -2.340  0.20
H  4.038  4.789  0.670  -0.05
H  4.682  4.778  -0.664  0.01
H  3.202  5.626  -0.493  0.16

***

(4)
Formula: C20H18FNO4
Source: the OMol25 dataset
Level of theory: ωB97M-V with the def2-TZVPD basis set

For the strongest force on any atom, the calculation gives 0.62 eV/Å. As for the SMILES: O=C(COC(=O)[C@H]1CC(=O)N(Cc2ccccc2)C1)c1ccc(F)cc1. As for the energy above the lowest of the compared OMol25 structures with the same formula, charge and spin: 0.97 kcal/mol. The gap between HOMO and LUMO is 9.4 eV.

Each line ends with the Löwdin charge.
CARTESIAN COORDINATES (ANGSTROEM)
O  -5.181  -1.468  0.775  0.12
C  -4.000  -1.229  0.729  -0.32
C  -2.972  -2.351  0.876  -0.06
O  -1.967  -2.262  -0.128  0.03
C  -0.703  -2.062  0.252  -0.47
O  -0.346  -1.973  1.397  0.12
C  0.191  -1.924  -0.961  -0.16
C  -0.085  -0.594  -1.682  0.00
C  1.293  -0.077  -2.082  -0.46
O  1.520  0.858  -2.815  0.07
N  2.216  -0.844  -1.470  -0.05
C  3.631  -0.551  -1.484  -0.09
C  4.069  0.051  -0.173  -0.21
C  3.581  1.298  0.200  -0.03
C  3.941  1.855  1.414  -0.08
C  4.793  1.171  2.266  -0.09
C  5.282  -0.071  1.900  -0.08
C  4.917  -0.631  0.688  -0.05
C  1.679  -1.856  -0.594  -0.08
C  -3.466  0.134  0.504  -0.15
C  -4.206  0.995  -0.308  0.00
C  -3.764  2.277  -0.564  0.01
C  -2.581  2.699  0.020  -0.27
F  -2.146  3.947  -0.213  0.07
C  -1.839  1.875  0.850  0.00
C  -2.284  0.587  1.089  -0.02
H  -2.504  -2.305  1.868  0.14
H  -3.483  -3.311  0.759  0.14
H  -0.016  -2.758  -1.635  0.16
H  -0.537  0.143  -1.014  0.12
H  -0.733  -0.701  -2.549  0.14
H  4.185  -1.472  -1.692  0.13
H  3.788  0.160  -2.301  0.13
H  2.921  1.828  -0.471  0.12
H  3.560  2.826  1.694  0.10
H  5.076  1.607  3.212  0.10
H  5.946  -0.607  2.562  0.10
H  5.299  -1.602  0.406  0.11
H  1.799  -1.571  0.459  0.13
H  2.192  -2.808  -0.755  0.14
H  -5.128  0.636  -0.740  0.12
H  -4.319  2.950  -1.197  0.12
H  -0.931  2.244  1.301  0.12
H  -1.719  -0.044  1.757  0.11